The following is a quantum chemistry calculation of a 3-piece molecular cluster, C3H5NO2S overall in a non-equilibrium geometry, from OMol25.

Last columns: bonded neighbours and bond lengths (Å).
Atoms and positions in Å:
1 C -0.449 0.478 -0.040  C2 1.335, H8 1.114, H9 1.022
2 C -1.195 0.063 0.986  C1 1.335, H10 1.083, H11 1.027
3 C 2.834 0.286 -1.759  N4 1.175, H12 1.051
4 N 2.960 1.443 -1.917  C3 1.175
5 O -0.611 -3.015 -0.203  S7 1.415
6 O 1.606 -2.028 -0.261  S7 1.465
7 S 0.369 -2.263 0.488  O5 1.415, O6 1.465
8 H 0.512 1.040 -0.011  C1 1.114
9 H -0.775 0.217 -0.974  C1 1.022
10 H -2.035 -0.619 1.026  C2 1.083
11 H -0.889 0.215 1.954  C2 1.027
12 H 2.728 -0.752 -1.625  C3 1.051

The HOMO energy comes out at -0.39303 hartree. The calculation puts the energy above the lowest of the compared OMol25 structures with the same formula, charge and spin at 62.4 kcal/mol. The calculation puts the LUMO energy at -1.051 eV.

***

The following is a quantum chemistry calculation of the molecule C3H5NO2S in a non-equilibrium geometry, from OMol25.

Last columns: bonded neighbours and bond lengths (Å).
Atoms and positions in Å:
1 C -1.701 -0.392 -0.422  N4 1.258, O5 1.354, H8 1.041
2 C 1.562 0.061 -0.611  C3 1.538, H9 1.107, H10 1.093, H11 1.129
3 C 0.288 0.493 0.137  C2 1.538, N4 1.411, S7 1.920, H12 1.082
4 N -0.859 0.505 -0.684  C1 1.258, C3 1.411
5 O -1.514 -1.169 0.671  C1 1.354, S7 1.688
6 O -0.961 0.372 2.525  S7 1.452
7 S -0.277 -0.556 1.642  C3 1.920, O5 1.688, O6 1.452
8 H -2.639 -0.457 -0.870  C1 1.041
9 H 1.503 -1.012 -0.874  C2 1.107
10 H 2.568 0.244 -0.226  C2 1.093
11 H 1.449 0.410 -1.679  C2 1.129
12 H 0.581 1.503 0.388  C3 1.082

The HOMO energy comes out at -0.35441 hartree. The calculation puts the energy above the lowest of the compared OMol25 structures with the same formula, charge and spin at 40.8 kcal/mol. The calculation puts the LUMO energy at 0.728 eV.

***

The following is a quantum chemistry calculation of the molecule C3H5NO2S2 in a non-equilibrium geometry, from OMol25.

Last columns: bonded neighbours and bond lengths (Å).
Atoms and positions in Å:
1 C -0.616 2.180 0.199  O2 1.417, H9 1.069, H10 1.106, H11 1.108
2 O -1.011 0.855 -0.107  C1 1.417, C3 1.352
3 C -0.157 -0.194 -0.134  O2 1.352, N4 1.263, S6 1.796
4 N -0.644 -1.358 -0.197  C3 1.263, S5 1.712
5 S -2.328 -1.549 0.047  N4 1.712, H12 1.352
6 S 1.554 0.341 -0.253  C3 1.796, C7 1.809
7 C 2.253 -1.321 -0.100  S6 1.809, O8 1.186, H13 1.108
8 O 3.337 -1.557 0.319  C7 1.186
9 H -1.505 2.769 0.126  C1 1.069
10 H -0.200 2.272 1.220  C1 1.106
11 H 0.081 2.525 -0.591  C1 1.108
12 H -2.252 -2.880 -0.181  S5 1.352
13 H 1.488 -2.084 -0.349  C7 1.108

The HOMO energy comes out at -0.31854 hartree. The calculation puts the energy above the lowest of the compared OMol25 structures with the same formula, charge and spin at 49.7 kcal/mol. The calculation puts the LUMO energy at 0.581 eV.

***

no.,Kohn-Sham gap (eV)
1,9.643
2,10.372
3,9.249